(a)
Here is C8H7BrN2O in the gas phase from OMol25. Energies are from ωB97M-V/def2-TZVPD.

Last column: Löwdin charge in e.
Atoms and positions in Å:
C1 -2.137 2.409 0.375  -0.045
N1 -1.216 1.312 0.318  -0.259
C2 0.062 1.459 -0.350  -0.347
O1 0.372 2.554 -0.726  0.098
C3 0.748 0.148 -0.288  -0.079
C4 2.028 -0.283 -0.723  0.021
C5 2.350 -1.630 -0.693  -0.067
C6 1.565 -2.457 0.041  -0.052
C7 0.308 -2.109 0.534  -0.031
C8 -0.080 -0.836 0.258  -0.124
N2 -1.493 0.105 0.774  -0.297
Br1 -2.890 -0.916 -0.252  0.503
H1 -3.108 2.056 0.056  0.046
H2 -2.424 2.519 1.536  0.128
H3 -1.599 3.368 0.019  0.124
H4 2.860 0.258 -1.167  0.123
H5 3.242 -1.931 -1.057  0.079
H6 1.825 -3.410 0.266  0.082
H7 -0.414 -2.614 1.078  0.095

orbital gap: 8.239 eV
lowest unoccupied orbital energy: -0.014 Ha
total charge: 0
SMILES string: Cn1c(=O)c2ccccc2n1Br

***

(b)
Here is C8H7BrN2O in the gas phase from OMol25. Energies are from ωB97M-V/def2-TZVPD.

Last column: Löwdin charge in e.
Atoms and positions in Å:
C1 1.125 -3.148 0.208  -0.053
C2 1.976 -2.059 0.215  -0.013
C3 -0.202 -2.952 -0.246  -0.174
C4 1.446 -0.812 -0.329  -0.342
C5 0.130 -0.756 -0.720  -0.279
C6 0.917 2.037 -0.085  0.206
C7 -0.244 1.563 -0.420  -0.429
C8 -1.536 2.401 -0.333  0.004
N1 -0.651 -1.827 -0.645  0.136
N2 2.268 0.224 -0.612  -0.427
O1 -0.544 0.385 -1.011  0.062
Br1 3.968 0.483 0.071  0.650
H1 1.383 -4.194 0.420  0.106
H2 3.014 -2.093 0.368  0.048
H3 -0.910 -3.764 -0.360  0.105
H4 1.579 2.842 0.487  0.129
H5 -2.117 1.558 0.111  0.103
H6 -1.986 2.640 -1.289  0.082
H7 -1.507 3.288 0.304  0.085

orbital gap (alpha / beta): 7.353 / 6.747 eV
lowest unoccupied orbital energy (alpha / beta): -0.018 / -0.037 Ha
total charge: 0

***

Quick look at relative energies in kJ/mol: (a) 0.0; (b) 218.9.

***

(a)
Here is 2 unconnected molecules or ions with the total composition C4H11NO3 from OMol25. Energies are from ωB97M-V/def2-TZVPD.

Last column: Löwdin charge in e.
Atoms and positions in Å:
O1 -0.150 3.145 -1.546  0.221
C1 -0.533 2.026 -1.495  -0.126
C2 -0.025 1.140 -0.308  -0.298
C3 0.708 -0.101 -0.843  0.010
N1 -1.183 0.906 0.451  0.153
C4 -1.049 0.156 1.721  -0.168
O2 -1.201 -1.224 1.500  0.018
H1 -1.222 1.611 -2.262  0.173
H2 0.716 1.702 0.273  0.173
H3 0.365 -0.490 -1.815  0.113
H4 1.727 0.088 -1.183  0.121
H5 0.641 -0.918 -0.146  0.045
H6 -1.838 0.414 -0.172  0.170
H7 -0.054 0.347 2.095  0.144
H8 -1.826 0.440 2.407  0.143
H9 -1.334 -1.398 0.561  0.097
H10 1.815 -3.187 -0.248  0.049
H11 2.000 -1.955 0.708  0.001
O3 2.443 -2.701 0.304  -0.037

orbital gap (alpha / beta): 10.358 / 5.600 eV
2S+1: 2
lowest unoccupied orbital energy (alpha / beta): -0.163 / -0.338 Ha
total charge: +1

***

(b)
Here is 2 unconnected molecules or ions with the total composition C4H11NO3 from OMol25. Energies are from ωB97M-V/def2-TZVPD.

Last column: Löwdin charge in e.
Atoms and positions in Å:
C1 -0.934 -0.435 -1.264  -0.158
O1 -2.041 0.358 -1.224  0.092
C2 0.175 0.125 -0.264  -0.259
C3 1.559 -0.504 -0.630  -0.057
C4 2.586 -0.053 0.347  -0.265
O2 3.245 0.930 0.244  0.152
N1 -0.193 -0.172 1.092  0.147
H1 -0.516 -0.371 -2.266  0.149
H2 -1.091 -1.481 -0.986  0.153
H3 -2.536 0.102 -0.418  0.069
H4 0.142 1.216 -0.260  0.171
H5 1.805 -0.057 -1.598  0.147
H6 1.427 -1.584 -0.622  0.139
H7 2.747 -0.712 1.228  0.147
H8 -0.136 -1.158 1.340  0.145
H9 0.087 0.462 1.830  0.146
H10 -3.392 0.635 1.726  0.081
H11 -2.144 -0.081 1.450  0.005
O3 -3.076 -0.114 1.225  -0.003

orbital gap (alpha / beta): 11.159 / 5.329 eV
2S+1: 2
lowest unoccupied orbital energy (alpha / beta): -0.130 / -0.332 Ha
total charge: +1

***

Quick look at relative energies in kJ/mol: (a) 100.0; (b) 0.0.

***

(a)
Here is 2 unconnected molecules or ions with the total composition C2H4BrNO2 from OMol25. Energies are from ωB97M-V/def2-TZVPD.

Last column: Löwdin charge in e.
Atoms and positions in Å:
C1 -0.846 -0.565 0.695  -0.142
C2 0.276 0.287 0.253  -0.806
N1 0.657 0.280 -1.163  -0.495
O1 -0.303 0.089 -1.921  0.035
O2 1.804 0.318 -1.460  0.053
Br1 1.720 0.211 1.405  0.841
H1 -0.284 -1.533 0.340  0.138
H2 -1.718 -0.473 0.082  0.077
H3 -0.987 -0.554 1.712  0.042
H4 -0.318 1.941 0.058  0.255

orbital gap: 9.277 eV
lowest unoccupied orbital energy: -0.036 Ha
total charge: 0

***

(b)
Here is 2 unconnected molecules or ions with the total composition C2H4BrNO2 from OMol25. Energies are from ωB97M-V/def2-TZVPD.

Last column: Löwdin charge in e.
Atoms and positions in Å:
C1 0.866 -1.150 0.933  0.091
C2 -0.184 -0.411 0.562  -0.147
N1 -0.561 -0.692 -0.746  -0.459
O1 0.378 -0.838 -1.549  0.023
O2 -1.718 -0.894 -0.980  0.092
H1 1.361 -1.771 0.206  0.073
H2 1.220 -1.460 1.979  0.106
H3 -1.138 -0.067 1.129  0.166
Br1 0.076 2.991 -0.452  0.276
H4 -0.301 4.292 -1.082  -0.222

orbital gap: 10.254 eV
lowest unoccupied orbital energy: -0.019 Ha
total charge: 0
SMILES string: C=C[N+](=O)[O-].Br

***

Quick look at relative energies in kJ/mol: (a) 148.8; (b) 0.0.

***

(a)
Here is a molecular structure, C36H44AsF3N5OPbTe from OMol25. Energies are from ωB97M-V/def2-TZVPD.

Last column: Löwdin charge in e.
Atoms and positions in Å:
Pb1 0.248 -0.251 1.221  0.996
O1 -1.680 3.808 0.240  -0.034
C1 -1.776 2.609 0.585  -0.555
N1 -1.456 2.054 1.736  -0.049
C2 -0.919 2.995 2.695  -0.195
C3 0.503 3.431 2.422  -0.273
C4 0.908 4.751 2.615  -0.026
C5 2.233 5.088 2.417  -0.077
C6 3.128 4.098 2.031  -0.077
C7 2.638 2.816 1.850  -0.192
N2 1.361 2.488 2.035  0.064
C8 -2.355 1.637 -0.434  -0.208
C9 -3.090 2.147 -1.502  -0.023
C10 -3.613 1.274 -2.436  -0.070
C11 -3.372 -0.086 -2.293  -0.067
C12 -2.611 -0.504 -1.215  -0.159
N3 -2.121 0.330 -0.299  0.063
H1 -0.910 2.510 3.679  0.102
H2 -1.542 3.895 2.772  0.111
H3 0.176 5.495 2.899  0.110
H4 2.567 6.110 2.554  0.099
H5 4.176 4.311 1.867  0.098
H6 3.293 1.999 1.561  0.074
H7 -3.211 3.220 -1.562  0.112
H8 -4.192 1.645 -3.273  0.101
H9 -3.746 -0.809 -3.006  0.098
H10 -2.354 -1.551 -1.092  0.086
N4 -0.158 -2.843 1.853  -0.085
C13 -1.467 -3.480 1.760  -0.271
C14 -2.453 -2.967 2.805  -0.198
C15 -2.889 -1.515 2.638  -0.275
N5 -1.833 -0.578 2.994  -0.055
H11 0.470 -3.176 1.130  0.034
H12 0.293 -2.992 2.750  0.027
H13 -1.402 -4.574 1.849  0.105
H14 -1.858 -3.268 0.759  0.096
H15 -2.027 -3.105 3.807  0.107
H16 -3.344 -3.601 2.761  0.104
H17 -3.806 -1.354 3.223  0.103
H18 -3.149 -1.335 1.591  0.095
H19 -1.590 -0.626 3.978  0.062
H20 -2.057 0.384 2.728  0.022
F1 -2.455 -6.194 -6.307  0.123
C16 -1.190 -5.733 -6.365  -0.580
F2 -0.396 -6.826 -6.455  0.125
F3 -1.063 -5.084 -7.540  0.124
C17 -0.841 -4.870 -5.195  -0.145
C18 -1.480 -5.053 -3.976  -0.019
C19 -1.123 -4.280 -2.886  -0.025
C20 -0.120 -3.307 -2.986  -0.255
C21 0.513 -3.141 -4.225  -0.020
C22 0.159 -3.912 -5.316  -0.017
C23 0.226 -2.492 -1.865  -0.188
C24 0.464 -1.768 -0.905  -0.191
H21 -2.260 -5.797 -3.881  0.116
H22 -1.619 -4.419 -1.934  0.108
H23 1.286 -2.389 -4.317  0.110
H24 0.654 -3.766 -6.267  0.118
C25 1.376 4.243 -1.428  -0.169
C26 2.421 3.148 -1.622  -0.436
As1 1.649 1.354 -1.353  1.165
C27 3.036 0.291 -2.247  -0.447
C28 4.248 0.134 -1.332  -0.182
C29 0.268 1.387 -2.751  -0.430
C30 0.746 1.633 -4.175  -0.165
H25 1.835 5.235 -1.449  0.066
H26 0.850 4.137 -0.476  0.045
H27 0.619 4.212 -2.213  0.059
H28 3.219 3.256 -0.885  0.038
H29 2.885 3.198 -2.612  0.055
H30 3.309 0.763 -3.193  0.055
H31 2.587 -0.682 -2.454  0.039
H32 4.679 1.103 -1.068  0.056
H33 5.035 -0.457 -1.807  0.063
H34 3.967 -0.363 -0.401  0.043
H35 -0.450 2.147 -2.442  0.044
H36 -0.238 0.422 -2.671  0.040
H37 1.321 2.559 -4.255  0.056
H38 -0.101 1.712 -4.862  0.065
H39 1.379 0.817 -4.529  0.053
Te1 2.908 -1.111 2.941  0.535
C31 1.635 -0.514 4.531  -0.719
C32 1.531 0.823 4.921  -0.172
C33 0.655 1.215 5.925  -0.109
C34 -0.137 0.279 6.576  -0.121
C35 -0.032 -1.058 6.215  -0.128
C36 0.841 -1.445 5.207  -0.198
H40 2.137 1.568 4.422  0.075
H41 0.589 2.263 6.195  0.098
H42 -0.822 0.585 7.357  0.090
H43 -0.632 -1.807 6.722  0.094
H44 0.915 -2.494 4.941  0.075

orbital gap: 6.446 eV
lowest unoccupied orbital energy: 0.091 Ha
total charge: -1

***

(b)
Here is a molecular structure, C36H44AsF3N5OPbTe from OMol25. Energies are from ωB97M-V/def2-TZVPD.

Last column: Löwdin charge in e.
Atoms and positions in Å:
Pb1 -0.152 0.203 0.405  0.853
O1 2.107 -2.126 -2.874  -0.044
C1 1.470 -2.007 -1.803  -0.534
N1 0.418 -1.232 -1.565  -0.111
C2 -0.157 -0.605 -2.733  -0.257
C3 -1.665 -0.754 -2.839  -0.267
C4 -2.343 -0.006 -3.808  -0.038
C5 -3.709 -0.135 -3.932  -0.092
C6 -4.382 -1.000 -3.076  -0.108
C7 -3.633 -1.691 -2.141  -0.150
N2 -2.305 -1.585 -2.023  0.128
C8 1.964 -2.869 -0.655  -0.243
C9 3.336 -3.016 -0.487  -0.034
C10 3.804 -3.830 0.526  -0.081
C11 2.886 -4.505 1.315  -0.084
C12 1.538 -4.323 1.052  -0.170
N3 1.070 -3.514 0.098  0.126
H1 0.293 -1.013 -3.642  0.118
H2 0.057 0.471 -2.747  0.055
H3 -1.785 0.666 -4.452  0.110
H4 -4.251 0.436 -4.678  0.098
H5 -5.457 -1.123 -3.124  0.096
H6 -4.117 -2.362 -1.437  0.108
H7 4.006 -2.498 -1.162  0.102
H8 4.868 -3.939 0.698  0.100
H9 3.201 -5.151 2.125  0.096
H10 0.793 -4.841 1.648  0.100
N4 -1.243 2.004 3.016  -0.008
C13 -1.582 3.306 2.443  -0.292
C14 -0.431 4.295 2.607  -0.216
C15 0.629 4.222 1.525  -0.306
N5 1.256 2.901 1.447  -0.030
H11 -1.873 1.278 2.695  -0.001
H12 -1.260 2.017 4.028  0.071
H13 -2.493 3.749 2.863  0.097
H14 -1.776 3.147 1.376  0.104
H15 0.039 4.131 3.585  0.109
H16 -0.824 5.317 2.610  0.102
H17 1.353 5.030 1.692  0.098
H18 0.152 4.416 0.559  0.108
H19 1.700 2.637 2.320  0.056
H20 1.947 2.899 0.709  -0.005
F1 -9.505 2.326 2.030  0.125
C16 -8.945 2.229 0.812  -0.587
F2 -9.758 1.457 0.062  0.129
F3 -8.987 3.461 0.262  0.129
C17 -7.552 1.687 0.867  -0.145
C18 -6.944 1.401 2.076  -0.017
C19 -5.648 0.904 2.098  -0.021
C20 -4.943 0.690 0.914  -0.242
C21 -5.576 0.981 -0.303  -0.013
C22 -6.867 1.474 -0.326  -0.013
C23 -3.594 0.193 0.933  -0.174
C24 -2.439 -0.202 0.923  -0.239
H21 -7.479 1.566 3.002  0.114
H22 -5.168 0.676 3.041  0.116
H23 -5.033 0.810 -1.224  0.097
H24 -7.347 1.699 -1.271  0.121
C25 3.417 4.480 -1.117  -0.202
C26 3.650 3.502 -2.270  -0.467
As1 2.508 1.912 -2.074  1.194
C27 2.826 1.013 -3.795  -0.440
C28 4.047 1.444 -4.607  -0.176
C29 3.660 0.847 -0.889  -0.435
C30 4.993 0.355 -1.445  -0.168
H25 4.055 5.363 -1.204  0.062
H26 3.636 4.020 -0.148  0.051
H27 2.379 4.817 -1.087  0.054
H28 4.702 3.214 -2.322  0.053
H29 3.399 3.968 -3.224  0.055
H30 1.914 1.169 -4.371  0.047
H31 2.842 -0.056 -3.567  0.038
H32 3.940 2.456 -5.000  0.055
H33 4.184 0.774 -5.460  0.067
H34 4.966 1.417 -4.020  0.046
H35 3.047 -0.005 -0.584  0.021
H36 3.811 1.450 0.010  0.054
H37 4.840 -0.295 -2.309  0.061
H38 5.533 -0.223 -0.689  0.067
H39 5.642 1.179 -1.750  0.052
Te1 1.477 -0.837 2.597  0.688
C31 0.348 -2.241 3.687  -0.665
C32 0.710 -2.556 4.999  -0.177
C33 -0.010 -3.500 5.725  -0.117
C34 -1.108 -4.135 5.157  -0.120
C35 -1.480 -3.817 3.856  -0.101
C36 -0.758 -2.881 3.124  -0.173
H40 1.559 -2.059 5.455  0.078
H41 0.285 -3.733 6.742  0.090
H42 -1.671 -4.867 5.723  0.088
H43 -2.337 -4.300 3.403  0.098
H44 -1.059 -2.640 2.110  0.073

orbital gap: 6.702 eV
lowest unoccupied orbital energy: 0.087 Ha
total charge: -1

***

Quick look at relative energies in kJ/mol: (a) 0.0; (b) 122.6.